1.
{
  "formula": "C5H4N",
  "method": "the ωB97M-V functional and the def2-TZVPD basis",
  "elements": ["C", "C", "C", "C", "C", "N", "H", "H", "H", "H"],
  "xyz": [[1.03530, 2.34725, -1.23667], [0.35891, 1.73362, -0.25224], [0.51597, 0.02640, -1.26491], [0.76494, 1.22113, -1.89576], [-0.86992, -1.16892, 1.57037], [0.51510, 0.42125, 0.00436], [0.13307, -0.92390, -1.68278], [0.19103, -1.57037, 1.50970], [-1.07608, -0.71211, 2.56083], [-1.56832, -1.37434, 0.68710]],
  "atomic_forces_ev_per_a": [[0.46, -0.79, -2.40], [-0.09, -0.43, 0.60], [-0.19, -2.28, -2.91], [0.04, 2.90, 1.20], [2.18, 0.12, -1.64], [-1.72, -0.81, 3.90], [0.59, 0.64, 0.52], [-1.64, 0.15, -0.01], [-0.45, 0.04, -1.03], [0.82, 0.45, 1.77]],
  "nbo_charge": [0.01, 0.34, -0.06, 0.18, 0.02, -0.46, 0.26, 0.23, 0.24, 0.25],
  "energy_ev": -6720.33333,
  "homo_energy_ev": [-14.2, -14.2],
  "lumo_ev": [-7.769, -7.772],
  "charge": 1
}

=====

2.
{
  "formula": "C30H32N2O5",
  "method": "the ωB97M-V functional and the def2-TZVPD basis",
  "elements": ["C", "H", "H", "H", "O", "C", "O", "C", "N", "C", "O", "C", "C", "C", "C", "N", "C", "O", "O", "C", "C", "C", "C", "C", "C", "C", "H", "H", "H", "H", "H", "H", "H", "H", "C", "C", "C", "C", "C", "C", "H", "H", "H", "H", "H", "H", "H", "H", "H", "C", "H", "H", "H", "H", "H", "C", "C", "C", "C", "C", "C", "C", "H", "H", "H", "H", "H", "H", "H"],
  "xyz": [[-2.51915, -2.06035, 2.79495], [-2.31878, -1.95291, 3.86220], [-1.99017, -2.92655, 2.39978], [-3.59235, -2.15953, 2.62450], [-2.02771, -0.90923, 2.12306], [-2.91671, -0.05548, 1.61333], [-4.10872, -0.21659, 1.63504], [-2.22372, 1.16491, 1.01506], [-0.81151, 0.95992, 0.86288], [0.09190, 1.49816, 1.70204], [-0.19317, 2.24374, 2.61764], [1.50914, 1.07091, 1.37011], [2.39796, 0.80255, 2.54485], [1.81140, -0.35016, 1.77537], [2.68993, -1.38237, 1.07489], [1.88284, -2.31069, 0.28816], [0.92276, -2.02783, -0.61289], [0.41721, -0.95354, -0.84298], [0.57198, -3.16654, -1.25946], [-0.47775, -3.03463, -2.21886], [-1.83386, -2.91110, -1.57521], [-2.71162, -1.90405, -1.94934], [-3.96121, -1.81214, -1.36037], [-4.34052, -2.72184, -0.38922], [-3.46571, -3.72516, -0.00750], [-2.21790, -3.81944, -0.59702], [-1.53066, -4.60023, -0.30265], [-3.75763, -4.43975, 0.74867], [-5.31182, -2.64127, 0.07353], [-4.64004, -1.02613, -1.65460], [-2.41575, -1.19417, -2.70885], [-0.41539, -3.94823, -2.81709], [-0.27961, -2.16529, -2.85474], [2.21847, -3.26104, 0.24590], [3.86275, -0.83385, 0.29058], [5.04167, -0.53538, 0.96539], [6.13648, -0.03224, 0.28584], [6.07516, 0.15962, -1.08378], [4.91464, -0.15896, -1.76714], [3.81650, -0.65314, -1.08527], [2.91629, -0.88805, -1.63087], [4.86202, -0.02117, -2.83696], [6.92993, 0.54877, -1.61631], [7.04160, 0.20263, 0.82615], [5.10391, -0.70343, 2.03124], [3.10849, -2.00102, 1.88311], [0.97889, -0.85459, 2.25917], [3.45077, 1.00881, 2.42646], [2.01414, 1.01142, 3.53201], [2.03150, 1.73850, 0.11946], [1.72991, 2.78505, 0.12219], [1.61581, 1.26388, -0.76560], [3.11592, 1.69172, 0.07070], [-0.49234, 0.28923, 0.17340], [-2.34204, 1.98413, 1.74006], [-2.87754, 1.55365, -0.32181], [-2.25356, 2.81823, -0.83578], [-2.74279, 4.05871, -0.44911], [-2.12741, 5.22144, -0.87675], [-1.00984, 5.15654, -1.69137], [-0.51404, 3.92386, -2.07943], [-1.13342, 2.76202, -1.65458], [-0.74285, 1.80113, -1.95632], [0.35988, 3.86759, -2.71251], [-0.52620, 6.06427, -2.02145], [-2.51748, 6.18098, -0.57012], [-3.61078, 4.11210, 0.19235], [-2.72001, 0.73731, -1.02813], [-3.94817, 1.67633, -0.15598]],
  "atomic_forces_ev_per_a": [[-0.33, -0.23, 0.16], [0.00, 0.01, -0.06], [-0.01, 0.06, 0.03], [0.14, -0.08, 0.06], [0.31, -0.09, 0.04], [-0.05, 0.20, -0.05], [-0.08, 0.11, 0.02], [-0.03, 0.07, 0.07], [-0.37, 0.05, -0.30], [0.29, -0.28, -0.08], [-0.03, 0.20, 0.31], [0.07, 0.02, 0.17], [-0.16, 0.07, 0.07], [0.09, -0.20, 0.06], [-0.22, 0.27, 0.04], [0.17, -0.41, 0.10], [0.02, -0.50, 0.11], [-0.06, 0.36, -0.26], [0.19, -0.04, 0.12], [-0.22, 0.17, -0.31], [0.15, 0.01, 0.04], [0.05, -0.11, -0.04], [-0.07, 0.00, -0.06], [-0.06, -0.01, 0.01], [-0.03, -0.08, 0.01], [0.05, 0.01, -0.07], [0.05, -0.09, 0.05], [-0.03, -0.05, 0.06], [-0.08, 0.02, 0.06], [-0.06, 0.09, -0.01], [0.06, 0.11, -0.06], [0.04, 0.15, 0.08], [-0.05, -0.18, 0.05], [-0.05, 0.08, -0.02], [0.17, -0.14, 0.05], [-0.12, -0.01, -0.06], [0.10, 0.05, 0.02], [0.07, 0.06, 0.00], [-0.04, 0.00, -0.06], [0.01, -0.08, 0.05], [-0.09, 0.00, -0.07], [-0.01, 0.01, -0.09], [0.07, 0.03, -0.04], [0.08, 0.01, 0.04], [-0.01, -0.02, 0.12], [-0.10, 0.12, -0.18], [-0.01, 0.07, 0.05], [0.08, 0.05, -0.13], [-0.09, 0.01, 0.05], [0.06, -0.01, 0.06], [0.01, 0.09, 0.00], [0.00, 0.02, -0.14], [0.05, 0.04, -0.05], [0.08, 0.00, 0.13], [-0.05, -0.19, -0.13], [0.10, 0.09, 0.30], [-0.09, -0.09, -0.08], [0.01, -0.05, -0.03], [-0.01, 0.11, 0.03], [0.04, 0.09, -0.02], [0.09, 0.01, -0.07], [-0.06, 0.07, -0.02], [0.05, -0.14, -0.04], [0.07, -0.01, -0.05], [0.03, 0.07, -0.03], [-0.03, 0.07, 0.02], [-0.11, 0.00, 0.08], [-0.08, -0.02, -0.04], [0.01, -0.06, -0.07]],
  "nbo_charge": [-0.27, 0.19, 0.19, 0.21, -0.51, 0.81, -0.61, -0.16, -0.63, 0.71, -0.63, -0.12, -0.40, -0.22, -0.05, -0.62, 0.91, -0.69, -0.52, -0.10, 0.03, -0.24, -0.20, -0.20, -0.21, -0.23, 0.21, 0.21, 0.22, 0.22, 0.21, 0.20, 0.20, 0.41, -0.05, -0.21, -0.21, -0.21, -0.22, -0.15, 0.21, 0.21, 0.22, 0.22, 0.21, 0.21, 0.23, 0.21, 0.24, -0.61, 0.23, 0.22, 0.22, 0.44, 0.26, -0.43, 0.07, -0.23, -0.21, -0.22, -0.20, -0.24, 0.21, 0.21, 0.21, 0.21, 0.21, 0.21, 0.24],
  "energy_ev": -44848.63558,
  "homo_energy_ev": -8.9,
  "lumo_ev": 0.467,
  "smiles": "COC(=O)[C@H](Cc1ccccc1)NC(=O)[C@@]1(C)C[C@@H]1[C@@H](NC(=O)OCc1ccccc1)c1ccccc1"
}